Here is a molecular structure, C17H38CrGeN2P2SSe from the Open Molecules 2025 dataset. Energies are from wB97M-V/def2-TZVPD.

Atoms and positions in Å:
Cr (0.534, -0.873, -0.252)
C (4.377, -0.738, -0.741)
P (2.889, -1.373, 0.068)
C (2.876, -3.130, -0.431)
C (3.253, -1.454, 1.861)
C (2.101, -2.138, 2.621)
P (0.438, -1.543, 2.100)
C (0.213, -0.042, 3.107)
C (-0.706, -2.738, 2.821)
H (5.238, -1.307, -0.389)
H (4.531, 0.317, -0.525)
H (4.285, -0.862, -1.820)
H (3.832, -3.599, -0.189)
H (2.716, -3.200, -1.507)
H (2.074, -3.680, 0.062)
H (3.406, -0.435, 2.223)
H (4.190, -1.996, 2.006)
H (2.196, -1.979, 3.697)
H (2.129, -3.217, 2.457)
H (0.365, -0.276, 4.161)
H (-0.796, 0.347, 2.970)
H (0.922, 0.732, 2.811)
H (-0.468, -2.881, 3.876)
H (-0.637, -3.692, 2.301)
H (-1.725, -2.364, 2.725)
C (3.753, 3.293, -0.106)
Ge (2.248, 3.762, -1.250)
C (1.399, 5.410, -0.706)
C (2.704, 3.726, -3.132)
C (0.908, 2.317, -0.906)
Se (1.032, 0.756, -2.096)
C (-0.514, 1.121, -3.202)
H (4.704, 3.482, -0.605)
H (3.713, 2.239, 0.173)
H (3.731, 3.885, 0.810)
H (2.085, 6.244, -0.858)
H (1.134, 5.377, 0.351)
H (0.500, 5.597, -1.292)
H (3.615, 4.300, -3.304)
H (1.908, 4.174, -3.729)
H (2.875, 2.708, -3.481)
H (-0.118, 2.673, -1.008)
H (1.034, 1.956, 0.118)
H (-0.334, 2.070, -3.699)
H (-1.406, 1.156, -2.584)
H (-0.589, 0.323, -3.935)
C (-6.385, -2.179, -1.978)
C (-5.339, -1.786, -0.990)
C (-5.575, -1.342, 0.281)
C (-4.482, -0.985, 1.079)
N (-3.220, -1.064, 0.641)
C (-3.000, -1.514, -0.588)
S (-1.435, -1.712, -1.273)
N (-4.046, -1.860, -1.383)
C (-4.672, -0.507, 2.480)
H (-7.376, -2.073, -1.548)
H (-6.247, -3.215, -2.291)
H (-6.321, -1.548, -2.867)
H (-6.586, -1.264, 0.651)
H (-3.825, -2.205, -2.311)
H (-5.712, -0.281, 2.698)
H (-4.055, 0.373, 2.658)
H (-4.335, -1.286, 3.168)

For the highest occupied orbital energy (spin up / spin down), the calculation gives -0.5129 / -0.5218 hartree. As for the total charge: +2. As for the spin multiplicity: 5. The value obtained for the LUMO energy (spin up / spin down) is -5.590 / -5.615 eV.